# 1
The following is a DFT calculation (ωB97M-V with the def2-TZVPD basis set) of a structure of composition C30H27N4O4PdS2 in a non-equilibrium geometry.

For the orbital gap (alpha / beta), the calculation gives 0.2376 / 0.2378 Eh. The value obtained for the highest occupied orbital energy (alpha / beta) is -4.0 / -4.0 eV. The net charge is -1.

Geometry (Å):
Pd (0.14690, -0.09420, -0.01140)
C (-0.37388, 4.12116, 0.18185)
C (0.66335, 4.50243, 1.03701)
C (1.67110, 3.59072, 1.29911)
C (1.64645, 2.34176, 0.69184)
N (0.65589, 2.00178, -0.18696)
C (-0.34046, 2.87173, -0.39673)
C (2.57900, 1.26136, 0.97362)
C (3.89529, 1.44217, 1.40730)
C (4.67581, 0.34579, 1.71854)
C (4.18448, -0.93914, 1.54309)
C (2.90511, -1.12853, 1.03178)
C (2.07653, -0.04623, 0.79971)
H (-1.19056, 4.79180, -0.02847)
H (0.66822, 5.47598, 1.50343)
H (2.46573, 3.82656, 1.99171)
H (-1.12520, 2.53636, -1.06786)
H (4.30889, 2.43998, 1.48707)
H (5.68513, 0.49047, 2.08166)
H (4.79866, -1.79185, 1.79987)
H (2.54989, -2.13036, 0.81702)
N (-0.04567, 2.61767, 7.48939)
C (-0.56624, 2.26056, 6.25394)
C (-0.71660, 3.21597, 5.24744)
C (-1.31649, 2.87672, 4.05069)
C (-1.77695, 1.58967, 3.85080)
C (-1.61499, 0.62580, 4.82766)
C (-1.00608, 0.95599, 6.02249)
S (-2.61057, 1.17461, 2.32055)
O (-2.75771, 2.39726, 1.57830)
O (-3.82866, 0.47115, 2.66729)
N (-1.56948, 0.20101, 1.56869)
C (-1.70535, -1.10914, 1.60938)
S (-2.92180, -1.97512, 2.53458)
C (-2.21516, -3.46822, 1.96814)
C (-1.17266, -3.22169, 1.14905)
N (-0.88107, -1.90833, 0.96290)
H (0.52123, 3.45173, 7.48458)
H (0.34200, 1.85884, 8.02917)
H (-0.36512, 4.22513, 5.41436)
H (-1.44448, 3.59353, 3.25508)
H (-1.97303, -0.37631, 4.65060)
H (-0.87073, 0.20887, 6.79156)
H (-2.63007, -4.40803, 2.26827)
H (-0.57283, -3.95916, 0.64323)
C (-0.47097, -3.45810, -7.75104)
C (-0.43653, -2.79213, -6.40371)
C (0.42532, -1.73495, -6.15033)
C (0.46165, -1.11819, -4.90719)
C (1.42057, -0.00494, -4.61158)
C (-0.39380, -1.56710, -3.90403)
C (-1.26286, -2.63102, -4.13513)
C (-2.15024, -3.09798, -3.02282)
C (-1.27653, -3.22747, -5.38784)
C (-0.28539, -0.96420, -2.51960)
O (-1.20429, -0.25598, -2.06932)
O (0.77797, -1.23664, -1.90357)
H (0.40478, -3.19272, -8.33955)
H (-1.36071, -3.15152, -8.30382)
H (-0.50216, -4.54166, -7.64267)
H (1.09510, -1.39519, -6.92982)
H (1.96108, 0.30152, -5.50619)
H (2.12939, -0.33531, -3.85142)
H (0.88565, 0.84913, -4.19668)
H (-1.57909, -3.16651, -2.09841)
H (-2.59909, -4.06375, -3.24450)
H (-2.94077, -2.36771, -2.85491)
H (-1.94692, -4.05585, -5.57721)

Taken from the Mulliken analysis, the atomic charges in e are: number 1, Pd, carries -0.825; number 2, C, carries -0.637; number 3, C, carries -0.520; number 4, C, carries -0.858; number 5, C, carries 1.187; number 6, N, carries -0.149; number 7, C, carries -0.001; number 8, C, carries 0.254; number 9, C, carries -0.765; number 10, C, carries -0.574; number 11, C, carries -0.569; number 12, C, carries -0.142; number 13, C, carries 0.304; number 14, H, carries 0.393; number 15, H, carries 0.425; number 16, H, carries 0.341; number 17, H, carries 0.459; number 18, H, carries 0.393; number 19, H, carries 0.366; number 20, H, carries 0.391; number 21, H, carries 0.435; number 22, N, carries -0.586; number 23, C, carries 1.143; number 24, C, carries -0.845; number 25, C, carries -0.127; number 26, C, carries -0.071; number 27, C, carries -0.518; number 28, C, carries -0.770; number 29, S, carries 0.913; number 30, O, carries -0.638; number 31, O, carries -0.744; number 32, N, carries -0.435; number 33, C, carries 1.012; number 34, S, carries -0.108; number 35, C, carries -0.404; number 36, C, carries -0.880; number 37, N, carries -0.264; number 38, H, carries 0.219; number 39, H, carries 0.219; number 40, H, carries 0.265; number 41, H, carries 0.552; number 42, H, carries 0.305; number 43, H, carries 0.274; number 44, H, carries 0.426; number 45, H, carries 0.485; number 46, C, carries -1.448; number 47, C, carries 0.829; number 48, C, carries -1.011; number 49, C, carries 0.843; number 50, C, carries -1.541; number 51, C, carries 0.637; number 52, C, carries 1.028; number 53, C, carries -1.455; number 54, C, carries -1.070; number 55, C, carries 0.883; number 56, O, carries -0.792; number 57, O, carries -0.713; number 58, H, carries 0.354; number 59, H, carries 0.278; number 60, H, carries 0.352; number 61, H, carries 0.281; number 62, H, carries 0.392; number 63, H, carries 0.298; number 64, H, carries 0.294; number 65, H, carries 0.179; number 66, H, carries 0.384; number 67, H, carries 0.321; number 68, H, carries 0.347

***

# 2
The following is a DFT calculation (ωB97M-V with the def2-TZVPD basis set) of a structure of composition C23H35As2HfO3.

For the orbital gap, the calculation gives 0.2621 Eh. The value obtained for the highest occupied orbital energy is -17.9 eV. The net charge is +3.

Geometry (Å):
Hf (0.81486, 0.33339, 0.08780)
C (1.36351, 3.76333, 1.26366)
C (0.98422, 2.96310, 0.05700)
C (1.96795, 2.50703, -0.83839)
C (1.63350, 1.80844, -2.01131)
C (2.68112, 1.46703, -3.02310)
C (0.27825, 1.49652, -2.24050)
C (-0.74261, 1.96435, -1.39281)
C (-2.18763, 1.80590, -1.74595)
C (-0.36253, 2.65021, -0.22121)
H (2.28633, 3.40087, 1.71622)
H (0.56927, 3.78198, 2.00712)
H (1.54290, 4.79593, 0.94991)
H (3.00862, 2.73054, -0.63264)
H (2.79855, 2.32743, -3.68899)
H (2.39232, 0.62415, -3.65063)
H (3.65295, 1.28922, -2.56477)
H (0.00652, 0.95684, -3.14142)
H (-2.81711, 1.69561, -0.86416)
H (-2.35871, 0.97081, -2.42154)
H (-2.50507, 2.71454, -2.26664)
H (-1.13423, 3.02476, 0.44033)
C (-0.77313, -1.03630, 3.45928)
As (-1.14541, 0.28273, 2.09689)
C (-1.59079, 1.83856, 3.15006)
C (-2.78862, -0.26191, 1.24022)
C (-4.01252, 0.12332, 1.77670)
C (-5.19559, -0.30130, 1.18406)
C (-5.16109, -1.11228, 0.06012)
C (-3.94292, -1.50350, -0.48246)
C (-2.75473, -1.08034, 0.10168)
As (-1.06297, -1.63872, -0.63648)
C (-1.37764, -2.01124, -2.50576)
C (-0.71113, -3.40165, 0.06885)
H (-1.64401, -1.10379, 4.10946)
H (0.09454, -0.71355, 4.03286)
H (-0.56930, -2.00481, 3.01168)
H (-2.27792, 1.52977, 3.93610)
H (-2.05793, 2.61419, 2.54723)
H (-0.68229, 2.21804, 3.61514)
H (-4.05761, 0.75121, 2.65715)
H (-6.14504, 0.00033, 1.60583)
H (-6.08301, -1.44538, -0.39758)
H (-3.93451, -2.13894, -1.35910)
H (-1.80717, -1.15433, -3.01876)
H (-2.05930, -2.85681, -2.58316)
H (-0.43247, -2.28702, -2.97106)
H (-1.61011, -4.00113, -0.06586)
H (-0.44782, -3.35654, 1.12159)
H (0.11193, -3.84013, -0.49321)
C (3.54632, -2.98029, -0.05525)
C (3.49646, -1.47671, -0.06015)
C (4.82521, -0.79614, -0.25887)
O (2.49710, -0.98183, -1.10424)
C (2.60977, -0.86367, 1.02206)
O (1.50473, -1.42569, 1.25481)
O (2.63166, 0.42047, 1.16061)
H (3.98166, -3.33971, -0.98781)
H (2.56004, -3.41637, 0.08084)
H (4.19184, -3.31608, 0.75771)
H (5.28185, -1.13566, -1.18974)
H (5.49899, -1.07810, 0.55125)
H (4.73404, 0.28802, -0.26543)
H (2.88589, -1.07867, -1.98522)

Taken from the Mulliken analysis, the atomic charges in e are: number 1, Hf, carries 0.937; number 2, C, carries -1.614; number 3, C, carries 0.572; number 4, C, carries -0.640; number 5, C, carries 0.769; number 6, C, carries -1.799; number 7, C, carries -0.579; number 8, C, carries 0.917; number 9, C, carries -1.336; number 10, C, carries -0.711; number 11, H, carries 0.367; number 12, H, carries 0.361; number 13, H, carries 0.397; number 14, H, carries 0.538; number 15, H, carries 0.416; number 16, H, carries 0.459; number 17, H, carries 0.424; number 18, H, carries 0.561; number 19, H, carries 0.298; number 20, H, carries 0.297; number 21, H, carries 0.396; number 22, H, carries 0.904; number 23, C, carries -1.006; number 24, As, carries 0.844; number 25, C, carries -1.437; number 26, C, carries 0.319; number 27, C, carries -0.679; number 28, C, carries -0.807; number 29, C, carries -0.891; number 30, C, carries -0.881; number 31, C, carries 0.312; number 32, As, carries 0.872; number 33, C, carries -1.372; number 34, C, carries -1.072; number 35, H, carries 0.479; number 36, H, carries 0.442; number 37, H, carries 0.228; number 38, H, carries 0.564; number 39, H, carries 0.457; number 40, H, carries 0.442; number 41, H, carries 0.431; number 42, H, carries 0.456; number 43, H, carries 0.458; number 44, H, carries 0.438; number 45, H, carries 0.396; number 46, H, carries 0.568; number 47, H, carries 0.443; number 48, H, carries 0.517; number 49, H, carries 0.237; number 50, H, carries 0.407; number 51, C, carries -1.466; number 52, C, carries 1.290; number 53, C, carries -1.414; number 54, O, carries -0.710; number 55, C, carries 0.585; number 56, O, carries -0.383; number 57, O, carries -0.692; number 58, H, carries 0.406; number 59, H, carries 0.282; number 60, H, carries 0.422; number 61, H, carries 0.402; number 62, H, carries 0.447; number 63, H, carries 0.336; number 64, H, carries 0.397

***

# 3
The following is a DFT calculation (ωB97M-V with the def2-TZVPD basis set) of a cluster of 6 separate species, C34H37Cl5N3O6 in total in a non-equilibrium geometry.

For the orbital gap, the calculation gives 0.1762 Eh. The value obtained for the highest occupied orbital energy is -10.6 eV. The net charge is +1.

Geometry (Å):
C (-2.27784, 3.88791, -13.01713)
N (-3.63015, 3.85354, -13.65594)
C (-4.11265, 2.67313, -14.00448)
C (-5.30877, 2.54497, -14.63868)
C (-6.12176, 3.65405, -14.71881)
C (-5.61423, 4.88274, -14.29073)
C (-4.33682, 4.96694, -13.82061)
C (-7.47860, 3.51808, -15.27101)
C (-8.16107, 2.31636, -15.11888)
C (-9.49564, 2.25971, -15.34444)
N (-10.17722, 3.35867, -15.73770)
C (-9.52265, 4.48196, -16.00777)
C (-8.18457, 4.58248, -15.78651)
C (-11.62118, 3.17140, -16.20468)
H (-2.45489, 3.57340, -11.98288)
H (-1.87301, 4.88576, -13.10882)
H (-1.64860, 3.15502, -13.50430)
H (-3.61377, 1.75974, -13.70232)
H (-5.61869, 1.57285, -14.98437)
H (-6.21150, 5.74499, -14.55095)
H (-3.92097, 5.92276, -13.54138)
H (-7.67939, 1.38531, -14.85509)
H (-10.11697, 1.38855, -15.19458)
H (-10.08590, 5.30476, -16.42325)
H (-7.73941, 5.55945, -15.90440)
H (-11.57393, 2.49870, -17.05954)
H (-11.99243, 4.14609, -16.48310)
H (-12.16132, 2.63167, -15.43470)
Cl (-4.47474, 1.37481, -10.50293)
O (-4.71618, 1.44940, -9.09589)
O (-3.09061, 1.75937, -10.79064)
O (-4.72326, 0.03040, -10.98766)
O (-5.31817, 2.28918, -11.26852)
Cl (1.13136, 2.09543, -7.32589)
C (-0.52878, 2.23464, -7.98907)
C (-1.32683, 0.99361, -7.71614)
Cl (-1.63785, 0.75126, -5.95312)
H (-0.37233, 2.30677, -9.06704)
H (-0.98467, 3.16957, -7.68182)
H (-0.74420, 0.12310, -8.00349)
H (-2.31137, 0.96921, -8.16192)
Cl (-3.95573, 3.47207, -6.57585)
C (-5.05208, 2.52206, -5.51942)
C (-6.44389, 2.47185, -6.09303)
Cl (-7.24571, 4.05102, -5.99409)
H (-4.98351, 2.90867, -4.50660)
H (-4.56005, 1.54816, -5.48670)
H (-7.02499, 1.66979, -5.63266)
H (-6.39524, 2.15718, -7.13639)
C (-7.99042, 0.04112, -11.98895)
C (-7.81598, -1.45299, -11.82543)
C (-8.03691, -1.92248, -10.39723)
C (-9.14684, -1.29560, -9.68364)
N (-10.04381, -0.76737, -9.16195)
H (-7.45076, 0.43132, -12.86186)
H (-7.63075, 0.57341, -11.10901)
H (-9.03392, 0.32728, -12.16071)
H (-6.79476, -1.75291, -12.06602)
H (-8.44823, -1.95895, -12.56069)
H (-7.12416, -1.75369, -9.83137)
H (-8.19045, -3.00090, -10.39969)
C (-3.26541, -2.26454, -8.12536)
C (-3.16107, -2.49009, -6.75228)
C (-3.21745, -3.78715, -6.26242)
C (-3.57392, -4.84640, -7.07146)
C (-3.79829, -4.59937, -8.42437)
C (-3.63326, -3.31834, -8.94356)
C (-4.19530, -5.69442, -9.33672)
O (-4.57484, -5.45614, -10.46154)
C (-4.17198, -7.07980, -8.79504)
C (-4.55816, -8.11394, -9.63637)
C (-4.48720, -9.41263, -9.16322)
C (-4.06628, -9.66325, -7.88368)
C (-3.89343, -8.62768, -6.98158)
C (-3.87515, -7.32173, -7.47412)
C (-3.72174, -6.21504, -6.51553)
O (-3.69500, -6.41361, -5.34136)
H (-3.28113, -1.26461, -8.54272)
H (-3.02029, -1.64949, -6.08214)
H (-3.01559, -3.97759, -5.21530)
H (-3.82427, -3.17033, -9.99990)
H (-4.81091, -7.88250, -10.65960)
H (-4.61813, -10.24307, -9.84683)
H (-3.83102, -10.67580, -7.57424)
H (-3.55972, -8.77584, -5.96263)

Taken from the Mulliken analysis, the atomic charges in e are: number 1, C, carries -0.936; number 2, N, carries 0.170; number 3, C, carries -0.557; number 4, C, carries -0.370; number 5, C, carries 1.255; number 6, C, carries -0.946; number 7, C, carries -0.229; number 8, C, carries 1.043; number 9, C, carries -0.417; number 10, C, carries -0.660; number 11, N, carries 0.029; number 12, C, carries -0.182; number 13, C, carries -0.793; number 14, C, carries -0.821; number 15, H, carries 0.431; number 16, H, carries 0.345; number 17, H, carries 0.334; number 18, H, carries 0.397; number 19, H, carries 0.605; number 20, H, carries 0.335; number 21, H, carries 0.400; number 22, H, carries 0.185; number 23, H, carries 0.468; number 24, H, carries 0.385; number 25, H, carries 0.431; number 26, H, carries 0.396; number 27, H, carries 0.280; number 28, H, carries 0.326; number 29, Cl, carries 1.599; number 30, O, carries -0.511; number 31, O, carries -0.745; number 32, O, carries -0.601; number 33, O, carries -0.669; number 34, Cl, carries -0.208; number 35, C, carries -0.316; number 36, C, carries 0.373; number 37, Cl, carries -0.224; number 38, H, carries 0.205; number 39, H, carries 0.298; number 40, H, carries 0.517; number 41, H, carries -0.673; number 42, Cl, carries -0.159; number 43, C, carries -0.309; number 44, C, carries -0.120; number 45, Cl, carries -0.206; number 46, H, carries 0.409; number 47, H, carries 0.030; number 48, H, carries 0.360; number 49, H, carries -0.001; number 50, C, carries -0.562; number 51, C, carries -0.532; number 52, C, carries -0.190; number 53, C, carries 0.179; number 54, N, carries -0.478; number 55, H, carries -0.181; number 56, H, carries 0.225; number 57, H, carries 0.476; number 58, H, carries 0.293; number 59, H, carries 0.375; number 60, H, carries 0.063; number 61, H, carries 0.377; number 62, C, carries -0.177; number 63, C, carries -0.291; number 64, C, carries -0.898; number 65, C, carries 0.334; number 66, C, carries 0.394; number 67, C, carries -0.754; number 68, C, carries 0.538; number 69, O, carries -0.682; number 70, C, carries 0.274; number 71, C, carries -0.604; number 72, C, carries -0.479; number 73, C, carries -0.476; number 74, C, carries -0.704; number 75, C, carries 0.371; number 76, C, carries 0.444; number 77, O, carries -0.612; number 78, H, carries 0.344; number 79, H, carries 0.303; number 80, H, carries 0.451; number 81, H, carries 0.571; number 82, H, carries 0.462; number 83, H, carries 0.368; number 84, H, carries 0.392; number 85, H, carries 0.431

***

The DFT total energy results, record by record, are as follows: -70850.8492, -153522.0261, -115211.0232 eV.